[1]
Below is a structure of composition C25H48Cl3LuN4O3SSi, with properties calculated with wB97M-V/def2-TZVPD.

Output
- energy relative to the best compared isomer or geometry (same formula, charge and spin) (eV) = 2.165
- HOMO (eV) = -7.01
- electronic energy (eV) = -128713.8820
- total charge = 0
- spin multiplicity = 1

Structure (XYZ):
```
86
Properties=species:S:1:pos:R:3:forces:R:3:lowdin_charge:R:1
C -2.310 -2.440 -5.562 -0.2 0.1 -0.7 -0.056
C -1.472 -2.562 -4.326 0.0 -0.1 0.5 -0.215
H -2.695 -3.425 -5.902 0.4 0.4 0.2 0.086
H -1.753 -2.000 -6.412 -0.4 -0.1 0.3 0.084
H -3.200 -1.833 -5.337 0.4 0.0 -0.3 0.079
C -0.545 -3.521 -4.232 -0.1 -0.3 0.5 -0.118
C -0.118 -4.397 -5.362 0.1 -0.8 -0.2 -0.100
H -0.148 -3.875 -3.272 -0.1 0.7 -0.6 0.092
H 0.454 -3.903 -6.172 -0.5 -0.1 0.4 0.086
H -1.008 -4.895 -5.775 0.3 0.1 -0.3 0.073
H 0.515 -5.207 -4.960 -0.2 0.3 -0.3 0.072
Lu 1.127 1.750 0.651 0.3 0.8 0.5 0.835
Cl -1.227 2.571 0.347 0.0 0.1 0.2 -0.137
Cl 2.310 3.488 -0.624 0.1 0.1 -0.1 -0.217
H 1.784 6.508 3.345 0.2 -0.1 -0.1 0.087
H -0.427 6.808 3.558 -0.1 -0.1 0.0 0.088
C 1.825 5.469 3.021 -0.1 -0.2 -0.3 -0.011
C -0.593 5.995 2.851 -0.2 -0.1 0.2 -0.025
N 0.441 4.979 3.045 0.3 0.0 -0.1 -0.160
H 2.437 4.900 3.724 -0.1 0.0 -0.2 0.099
C 0.152 3.695 2.966 0.6 -1.4 -0.9 -0.320
O 0.991 2.776 2.641 -0.9 1.5 1.1 -0.253
H -1.580 5.555 3.011 0.2 0.1 -0.1 0.096
H -0.895 3.422 3.196 0.4 0.1 -0.4 0.136
H 2.252 5.398 2.012 -0.1 0.0 0.2 0.085
H -0.540 6.407 1.832 0.0 -0.3 0.2 0.110
H 2.427 -0.408 -2.725 0.2 0.1 0.4 0.081
H 2.715 -2.795 -2.057 0.1 0.1 0.2 0.083
C 3.363 -0.205 -2.178 0.2 0.0 0.0 -0.028
C 3.533 -2.542 -1.375 0.3 0.1 0.2 -0.041
N 3.507 -1.124 -1.043 -0.3 0.4 0.5 -0.177
H 3.369 0.833 -1.826 0.0 -0.3 -0.1 0.064
C 3.341 -0.741 0.231 -0.6 1.4 -0.3 -0.353
O 3.141 0.447 0.619 0.8 -1.3 -0.3 -0.260
H 3.434 -3.107 -0.443 0.0 -0.1 -0.3 0.086
H 3.333 -1.581 0.946 0.2 0.3 -0.1 0.139
H 4.198 -0.378 -2.877 -0.2 0.2 0.3 0.099
H 4.486 -2.794 -1.853 -0.1 0.0 0.0 0.094
O -1.265 -0.259 -3.461 -0.4 -3.0 0.8 -0.167
C -1.849 -1.568 -3.216 0.0 0.6 0.1 -0.234
C -0.257 -2.592 -1.511 -0.1 -0.6 0.2 -0.197
C -1.526 -2.093 -1.826 0.3 0.0 0.3 -0.190
H 0.555 -2.463 -2.221 -0.2 0.2 0.3 0.081
C -0.018 -3.305 -0.325 -0.1 0.1 -0.4 -0.158
H -2.932 -1.383 -3.268 0.1 -0.4 0.1 0.137
C -2.517 -2.180 -0.838 -0.3 -0.4 -0.4 -0.023
H 0.990 -3.669 -0.089 -0.4 0.1 -0.2 0.099
C -1.053 -3.502 0.578 0.0 -0.1 -0.3 -0.179
C -2.297 -2.931 0.320 -0.2 0.1 0.1 -0.106
H -3.506 -1.729 -1.032 0.5 -0.3 0.1 0.119
H -0.879 -4.068 1.489 -0.1 0.1 -0.1 0.095
H -3.105 -3.097 1.042 0.3 0.3 -0.3 0.104
Si -1.346 1.020 -4.437 1.1 1.0 0.6 0.349
Cl 0.575 -0.416 -0.049 -0.5 0.0 -2.3 0.156
C 0.501 1.146 -4.743 0.0 0.4 -0.8 -0.154
C -1.830 2.344 -3.223 -0.3 0.7 0.0 -0.169
C -2.288 1.016 -6.039 -0.5 -0.3 -0.4 -0.168
H 1.009 1.376 -3.795 -0.2 -0.1 -0.3 0.023
H 0.746 1.923 -5.483 0.2 -0.2 0.2 0.029
H 0.846 0.167 -5.118 0.0 0.4 0.1 0.033
H -1.927 0.234 -6.718 -0.1 0.1 0.1 0.017
H -2.122 1.972 -6.548 0.1 0.0 0.1 0.035
H -3.381 0.904 -5.950 0.4 0.0 0.1 0.038
H -2.505 1.955 -2.445 0.2 0.1 -0.3 0.021
H -2.294 3.233 -3.666 0.0 -0.1 0.0 0.026
H -0.923 2.691 -2.704 -0.3 -0.2 -0.1 0.012
C 2.302 -0.848 3.942 -0.2 -0.3 0.3 -0.118
N 1.079 -0.318 4.559 0.3 0.4 0.0 -0.209
C 1.292 0.839 5.426 0.1 -0.2 0.1 -0.053
C -0.067 -0.435 3.834 0.1 -1.5 -1.1 -0.742
S -0.043 -1.284 2.388 -0.1 0.1 1.6 0.714
N -1.246 0.069 4.290 -0.3 0.2 0.2 -0.215
C -1.571 -0.080 5.707 0.0 0.4 0.0 -0.064
C -2.384 0.023 3.354 0.2 0.0 0.0 -0.104
H 3.064 -0.877 4.723 0.0 0.0 -0.1 0.083
H 2.654 -0.231 3.095 -0.2 -0.1 0.3 0.071
H 2.094 -1.860 3.567 0.3 0.4 0.2 0.049
H 0.981 1.772 4.939 0.0 -0.2 0.2 0.074
H 0.761 0.696 6.372 0.2 0.3 -0.1 0.070
H 2.370 0.872 5.622 -0.3 0.2 0.1 0.088
H -2.614 -0.412 5.782 0.3 0.0 0.1 0.085
H -0.913 -0.817 6.190 -0.2 0.2 -0.1 0.095
H -1.473 0.899 6.195 -0.1 -0.3 0.3 0.081
H -2.202 0.745 2.544 -0.2 -0.3 0.2 0.053
H -2.506 -0.978 2.901 0.0 0.4 0.3 0.051
H -3.280 0.280 3.920 0.1 0.2 -0.1 0.079
```
Positions in Å, forces in eV/Å.



[2]
Below is a structure of composition C23H41LuN2P3Se, with properties calculated with wB97M-V/def2-TZVPD.

Output
- energy relative to the best compared isomer or geometry (same formula, charge and spin) (eV) = 7.680
- HOMO (spin up / spin down) (eV) = -14.15 / -14.09
- electronic energy (eV) = -154295.7605
- total charge = +3
- spin multiplicity = 1

Structure (XYZ):
```
71
Properties=species:S:1:pos:R:3:forces:R:3:lowdin_charge:R:1
Lu -3.435 0.646 -0.847 -0.1 -0.9 -0.1 1.403
P -1.535 -2.040 0.225 0.4 -2.2 -0.9 0.898
P 2.353 0.339 1.609 -1.1 2.3 -1.9 0.655
P 1.046 -1.126 -2.548 -1.4 0.6 -0.8 0.644
H -3.882 2.731 -2.316 -0.5 0.0 -0.5 0.037
C -3.912 1.697 -2.682 1.6 0.9 -0.5 -0.376
C -4.978 0.780 -2.364 -0.7 -1.0 1.3 -0.383
H -5.843 1.020 -1.706 0.1 0.4 -0.8 0.064
C -2.979 -1.496 1.218 -0.3 1.4 0.7 -0.226
C -1.238 -3.729 0.817 0.7 -0.4 0.3 -0.194
C -2.218 -2.209 -1.460 -0.4 0.5 -0.6 -0.207
C 3.839 1.185 1.024 0.8 -0.4 0.7 -0.221
C 1.623 1.168 3.027 0.3 -0.2 1.0 -0.220
C 2.428 -1.457 1.622 0.4 0.1 0.7 -0.235
C 0.109 -0.857 -4.103 0.4 -0.6 -1.1 -0.243
C 1.191 -2.920 -2.248 0.2 -0.5 -0.4 -0.253
C 2.745 -0.626 -2.896 0.3 -0.4 -0.4 -0.257
H -3.256 1.554 -3.534 -0.5 0.2 -0.4 0.036
H -5.120 -0.134 -2.941 -0.2 0.4 -0.3 0.052
H -3.673 -0.647 0.858 1.1 -1.1 0.3 0.011
H -2.665 -1.134 2.204 -0.1 -0.4 -0.1 0.052
H -3.693 -2.325 1.342 0.6 -0.2 -0.2 0.102
H -0.161 -3.926 0.958 -0.3 0.3 -0.2 0.065
H -1.586 -4.502 0.130 -0.3 0.2 0.0 0.078
H -1.692 -3.888 1.792 -0.2 0.0 0.0 0.071
H -2.988 -1.430 -1.781 0.7 -1.2 0.2 0.030
H -2.666 -3.220 -1.555 -0.1 0.7 0.1 0.100
H -1.414 -2.142 -2.194 -0.1 0.0 0.1 -0.007
H 4.610 1.067 1.795 0.2 0.2 -0.3 0.074
H 3.685 2.260 0.847 -0.2 -0.4 0.3 0.060
H 4.182 0.734 0.082 -0.1 0.0 0.3 0.067
H 2.431 1.407 3.727 -0.2 -0.1 0.2 0.074
H 0.896 0.522 3.529 0.2 -0.1 0.1 0.043
H 1.098 2.106 2.804 0.4 -0.3 -0.5 0.069
H 3.176 -1.742 2.369 -0.2 -0.4 0.0 0.085
H 2.728 -1.833 0.644 0.2 0.2 0.0 0.044
H 1.441 -1.866 1.862 0.2 0.1 0.2 0.043
H 0.541 -1.438 -4.943 -0.3 0.2 0.3 0.070
H 0.141 0.201 -4.408 0.2 -0.5 0.4 0.027
H -0.956 -1.117 -4.027 0.3 -0.1 0.1 0.037
H 1.867 -3.334 -3.012 -0.2 -0.1 0.3 0.072
H 0.240 -3.466 -2.308 0.2 0.2 -0.1 0.041
H 1.630 -3.146 -1.265 0.0 0.2 -0.2 0.039
H 3.033 -1.058 -3.865 0.1 0.3 0.2 0.074
H 3.410 -1.053 -2.135 -0.1 0.1 -0.1 0.051
H 2.857 0.464 -2.890 -0.1 -0.3 -0.2 0.035
C 1.033 2.064 -1.679 0.4 -0.3 0.7 -0.386
C 0.107 2.102 -2.707 -0.6 -0.3 0.0 -0.166
C 0.467 2.684 -3.934 0.1 0.5 0.1 -0.064
C 1.734 3.266 -4.092 0.0 -0.3 0.0 -0.034
C 2.588 3.330 -2.982 -0.3 0.7 0.7 -0.040
C 2.173 2.845 -1.720 0.8 -0.6 -0.3 -0.117
Se 1.087 0.359 -0.364 -0.6 1.3 0.0 0.679
H -0.090 -1.583 0.069 -2.2 0.6 0.6 -0.043
H -0.924 1.777 -2.521 0.4 -0.4 -0.4 0.072
H -0.241 2.696 -4.776 0.3 0.0 0.6 0.132
H 2.032 3.704 -5.063 -0.2 -0.4 0.7 0.137
H 3.571 3.807 -3.051 -0.5 0.0 0.0 0.129
H 2.734 2.983 -0.785 0.2 -0.1 -0.9 0.091
N -1.687 0.240 5.370 -0.6 1.7 -2.5 0.216
C -1.958 0.930 4.458 0.6 -1.1 1.8 -0.141
C -2.327 1.720 3.286 0.6 -0.1 0.5 -0.182
C -3.112 2.874 3.351 0.0 0.0 0.3 0.055
C -3.516 3.488 2.182 -1.1 0.2 -0.6 0.012
C -3.293 2.852 0.966 1.6 -1.0 0.5 -0.097
N -2.451 1.759 0.890 0.2 1.5 1.6 -0.108
C -1.883 1.295 2.048 -1.0 -0.5 -1.3 -0.127
H -3.415 3.262 4.316 0.0 0.0 0.0 0.153
H -4.158 4.375 2.180 0.4 -0.3 0.2 0.147
H -3.692 3.217 0.010 0.0 0.0 0.4 0.115
H -1.186 0.435 1.954 -0.5 0.9 0.0 0.087
```
Positions in Å, forces in eV/Å.



[3]
Below is a cluster of 3 separate species, C5H15N2O in total, with properties calculated with wB97M-V/def2-TZVPD.

Output
- energy relative to the best compared isomer or geometry (same formula, charge and spin) (eV) = 4.820
- HOMO (eV) = -11.58
- electronic energy (eV) = -10445.7405
- total charge = +1
- spin multiplicity = 1

Structure (XYZ):
```
23
Properties=species:S:1:pos:R:3:forces:R:3:lowdin_charge:R:1
C 2.845 0.502 0.364 -0.4 -1.3 -0.2 -0.012
C 1.610 0.316 1.130 -1.1 0.6 -1.2 0.083
C 0.658 1.352 1.190 -0.8 0.5 0.6 -0.094
C 0.645 2.469 0.418 2.3 0.5 1.3 0.135
N -1.847 -2.149 0.967 0.2 0.4 0.4 -0.017
C -2.222 -1.741 -0.389 0.9 -0.1 -0.3 -0.361
N -1.045 -1.800 -1.210 0.2 0.3 -0.2 0.004
H 2.516 0.973 -0.566 0.3 0.4 0.0 0.105
H 3.273 -0.455 0.077 0.3 0.0 0.3 0.106
H 3.586 1.124 0.864 0.0 0.2 0.1 0.130
H 1.202 -0.608 1.537 0.8 -0.3 0.3 0.140
H -2.564 -2.061 1.673 -0.3 -0.1 -0.1 0.056
H -2.534 -0.696 -0.386 -0.2 -0.1 0.3 0.097
H -0.137 1.264 1.924 0.0 -0.2 0.1 0.136
H 1.399 2.576 -0.355 -0.3 0.0 -0.3 0.097
H 0.190 3.395 0.750 -0.9 -0.3 -0.4 0.120
H -1.473 -3.089 0.984 -0.1 0.0 -0.1 0.060
H -3.024 -2.321 -0.854 0.0 -0.2 0.1 0.111
H -0.760 -2.562 -1.792 -0.4 -0.3 0.1 0.068
H -0.447 -0.999 -1.220 -0.1 0.1 -0.2 0.013
H -0.675 1.583 -2.507 0.0 0.2 0.2 0.075
H -0.440 1.761 -0.957 -0.4 0.2 -0.6 -0.029
O -0.756 1.165 -1.641 0.0 -0.4 0.0 -0.024
```
Positions in Å, forces in eV/Å.